{"formula": "C33H46BaBrCl3F6N3O13PSSe2Te", "method": "ωB97M-V/def2-TZVPD", "symbols": ["Ba", "Te", "Br", "Se", "Se", "Cl", "Cl", "Cl", "S", "P", "F", "F", "F", "F", "F", "F", "O", "O", "O", "O", "O", "O", "O", "O", "O", "O", "O", "O", "O", "N", "N", "N", "C", "C", "C", "C", "C", "C", "C", "C", "C", "C", "C", "C", "C", "C", "C", "C", "C", "C", "C", "C", "C", "C", "C", "C", "C", "C", "C", "C", "C", "C", "C", "C", "C", "H", "H", "H", "H", "H", "H", "H", "H", "H", "H", "H", "H", "H", "H", "H", "H", "H", "H", "H", "H", "H", "H", "H", "H", "H", "H", "H", "H", "H", "H", "H", "H", "H", "H", "H", "H", "H", "H", "H", "H", "H", "H", "H", "H", "H", "H"], "xyz": [[-0.627, 0.742, 0.737], [5.567, 0.012, -4.307], [-3.001, -0.744, -5.580], [-4.033, -0.460, 0.611], [-1.423, -1.700, -1.711], [4.132, 5.302, 1.306], [2.397, 7.355, 0.024], [1.841, 6.509, 2.985], [0.707, -5.877, 6.013], [3.289, -0.613, -4.324], [-1.197, 1.270, 5.399], [-1.772, 3.174, 6.168], [-3.618, 3.836, 3.354], [-1.959, 4.806, 2.345], [-2.249, 5.162, 4.401], [-3.245, 2.051, 4.994], [-3.216, 3.913, -1.621], [2.404, -0.234, 2.738], [2.774, 1.577, 0.265], [-1.320, 2.128, 2.764], [1.999, -6.129, 5.392], [0.755, -5.481, 7.428], [2.615, -0.633, -3.009], [2.442, 0.361, -5.313], [-0.326, -6.833, 5.722], [1.506, 5.113, -4.663], [-2.494, 1.837, -1.043], [1.690, -1.758, 0.578], [3.089, -2.080, -4.990], [-1.090, -0.789, 3.320], [1.201, 3.761, 0.682], [-3.291, 1.084, -3.648], [-4.294, 3.218, -3.922], [-1.067, -3.113, -0.441], [1.544, 4.832, 0.818], [3.272, 0.883, 2.487], [-3.406, -1.827, -1.930], [-1.462, -3.182, 3.898], [-3.595, 0.906, -4.921], [2.355, -2.225, -0.593], [0.856, -3.244, 5.349], [2.022, -2.408, 1.817], [-2.322, 4.196, 3.491], [2.853, 0.489, -6.673], [3.846, 1.107, 1.101], [-4.084, -2.020, -0.585], [-3.024, 2.703, -1.797], [0.441, -2.066, 4.765], [1.772, -2.620, -4.760], [-0.047, 3.656, 4.220], [-3.544, 2.294, -3.188], [2.996, -1.561, 2.616], [1.884, -4.055, -4.419], [-5.205, -1.259, 1.892], [-1.931, 2.385, 5.069], [-1.412, 3.024, 3.810], [2.329, 5.945, 1.259], [1.669, 0.936, -7.514], [-4.353, 1.703, -5.745], [-4.728, 2.921, -5.195], [2.103, 5.813, -3.988], [-1.058, -4.373, 4.498], [0.119, -4.398, 5.207], [-0.744, -2.014, 4.007], [3.009, 2.014, -1.062], [1.123, -2.529, 2.360], [3.690, 1.218, -6.740], [-2.468, -3.158, 3.463], [1.759, -3.283, 5.909], [-3.630, -0.913, -2.458], [-3.735, -2.848, 0.015], [2.426, -3.413, 1.602], [-5.318, -0.548, 2.705], [-0.044, -3.382, -0.667], [-6.162, -1.535, 1.428], [-4.537, 4.205, -3.531], [-2.106, -0.689, 3.240], [1.047, -1.189, 4.896], [1.274, -2.467, -5.682], [1.283, -2.060, -3.981], [3.970, -1.476, 2.178], [2.458, -4.188, -3.522], [4.095, 0.858, 3.204], [-5.259, 3.642, -5.794], [-1.179, -2.797, 0.581], [2.727, 3.033, -1.170], [2.360, -3.300, -0.666], [2.656, 1.735, 2.767], [-0.724, 0.031, 3.792], [-4.659, -2.080, 2.263], [4.063, 1.963, -1.324], [3.397, -1.904, -0.649], [-1.615, -5.295, 4.411], [-3.679, -2.694, -2.545], [2.467, 1.439, -1.782], [-5.144, -2.236, -0.775], [1.960, 1.102, -8.541], [-1.639, -4.053, -0.650], [2.398, -4.614, -5.198], [-4.609, 1.332, -6.738], [3.241, -0.463, -7.110], [0.505, 2.904, 4.812], [4.577, 1.893, 1.230], [0.883, -4.509, -4.347], [-0.160, 4.535, 4.867], [1.941, -1.797, -1.530], [0.499, 3.934, 3.319], [3.050, -1.996, 3.614], [4.319, 0.197, 0.727], [1.281, 1.880, -7.111], [0.882, 0.190, -7.465]], "forces_ev_per_angstrom": [[-0.09, 0.60, 0.17], [0.10, -0.07, -0.20], [0.24, -0.91, -0.53], [0.19, 0.57, -1.02], [-0.55, 0.12, -0.47], [-1.98, 0.66, 0.19], [-0.50, -1.55, 1.56], [0.54, -0.59, -2.35], [0.12, 1.14, 0.83], [0.59, 0.00, 0.17], [-0.84, 0.44, -0.48], [-0.55, 0.01, -0.29], [0.33, 0.41, -0.08], [0.08, -0.40, -0.19], [-0.54, 0.58, 1.01], [1.03, -0.35, 0.43], [0.47, -0.18, 0.76], [0.51, -0.18, -0.59], [-0.25, -0.68, 0.80], [-0.02, 0.46, 0.81], [0.08, -0.13, 0.18], [0.35, -0.29, -0.61], [-0.41, 0.63, 0.35], [-0.01, -0.25, -0.41], [-0.64, -1.18, -0.28], [1.11, 1.30, 1.24], [0.31, -0.02, -0.16], [-0.43, -0.04, -0.16], [0.26, 0.18, 0.08], [-0.31, -0.99, 0.10], [-1.51, -1.66, -0.54], [0.54, 0.45, -0.85], [-0.23, 0.87, -0.11], [-0.38, -1.33, -0.83], [0.82, 1.31, 0.74], [-0.42, -0.50, 0.66], [0.94, -0.84, 0.96], [-1.47, -0.22, -0.12], [-0.40, -0.95, 0.46], [0.27, 0.65, -0.48], [-0.35, 0.47, -0.41], [1.26, 0.16, -1.65], [-0.64, 0.23, -1.50], [0.61, -0.01, -0.75], [-1.39, 0.08, -0.34], [-0.90, 0.63, -0.16], [-0.34, 0.59, -0.03], [-0.35, 0.00, -0.17], [0.72, 0.38, -0.20], [0.26, -0.37, 0.31], [-0.48, 0.15, 0.75], [-1.34, 0.82, 0.31], [-0.40, -1.04, -0.46], [-0.39, 0.60, -0.08], [-0.18, -1.04, 1.46], [1.38, -0.17, -1.10], [2.25, 1.89, 0.44], [-0.02, 0.41, 0.88], [0.11, -0.11, -0.17], [0.34, -0.36, -0.27], [-1.11, -1.32, -1.23], [0.26, 0.20, -0.15], [0.12, -0.42, 0.14], [0.96, 0.80, 0.10], [1.24, -0.39, 0.21], [-0.98, -0.05, 0.62], [-0.44, -0.35, 0.15], [0.37, 0.04, -0.29], [0.60, 0.04, 0.43], [-0.30, 0.31, 0.09], [0.49, -0.37, -0.16], [0.02, 0.29, 0.22], [-0.27, 0.06, -0.02], [0.31, 0.09, 0.32], [0.33, 0.10, 0.31], [0.32, -0.44, 0.27], [0.41, 0.08, 0.11], [0.12, 0.46, -0.10], [-0.97, 0.03, -0.92], [-0.29, 0.14, 0.27], [0.59, -0.13, -0.36], [0.06, -0.12, 0.64], [0.30, -0.10, 0.06], [-0.28, 0.11, 0.05], [-0.05, 0.02, 0.44], [-0.39, 1.09, 0.13], [-0.21, -0.69, 0.16], [-0.02, 0.25, -0.13], [-0.17, -0.10, -0.02], [0.15, -1.32, 0.60], [0.22, -0.24, -0.07], [0.20, 0.12, 0.30], [-0.18, 0.08, -0.01], [0.41, 0.20, -0.08], [-0.31, -0.69, -0.32], [0.03, 0.21, 0.09], [0.15, -0.04, -0.35], [0.14, 0.95, 0.20], [0.16, 0.05, -0.20], [0.08, 0.41, 0.26], [-0.19, 0.39, 0.65], [0.02, 0.27, -0.52], [0.50, 0.26, -0.18], [0.27, 0.17, 0.32], [0.02, -0.25, -0.27], [-0.19, -0.14, 0.96], [-0.06, -0.19, 0.10], [0.29, 0.00, 0.11], [0.02, 0.03, -0.33], [-0.05, -0.18, -0.11], [-0.17, -0.06, -0.07]], "mulliken_charge": [0.405, -0.510, -0.162, 0.370, -0.006, -0.120, -0.104, -0.086, 1.285, -0.477, -0.232, -0.313, -0.237, -0.229, -0.271, -0.241, -0.736, -0.081, 0.240, 0.331, -0.696, -0.712, -0.012, -0.008, -0.736, -0.144, -0.095, 0.396, -0.302, 0.431, 0.080, -0.013, -0.491, -0.343, -0.278, -0.812, -0.419, 0.295, 0.206, -1.179, -0.806, -0.087, 0.377, -0.288, -0.410, -0.911, -0.234, -0.458, 0.309, -1.036, 0.438, -0.836, -1.414, -1.047, 0.375, 0.656, 0.449, -1.153, -0.604, -0.290, 0.147, -0.741, -0.174, 0.001, -0.845, -0.350, 0.326, 0.221, 0.395, -0.036, 0.443, 0.390, 0.330, 0.100, 0.351, 0.434, 0.152, 0.482, 0.271, 0.018, 0.578, 0.292, 0.327, 0.397, -0.026, 0.272, 0.469, 0.200, -0.335, 0.219, 0.313, 0.262, 0.551, 0.428, 0.148, 0.485, 0.385, 0.443, 0.371, 0.383, 0.304, 0.328, 0.478, 0.341, 0.382, 0.276, -0.389, 0.393, 0.294, 0.235, 0.259], "energy_ha": -12817.3904, "e_homo_ev": -2.912, "charge": -2, "gap_ev": 4.99}